Entry 1:
Entry from the Open Molecules 2025 dataset: 2 unconnected molecules or ions with the total composition C25H27FNO7 in a non-equilibrium geometry (ωB97M-V/def2-TZVPD).

Total charge: -1
HOMO level, eV: -1.79
LUMO, eV: -0.06
Energy above the lowest of the compared OMol25 structures with the same formula, charge and spin, kJ/mol: 760.3
Orbital gap, Ha: 0.0634

Last column: natural (NBO) charge in e.
CARTESIAN COORDINATES (ANGSTROEM)
C 5.287 -3.232 -0.287  -0.6253
C 4.319 -1.949 -0.309  -0.4337
C 3.557 -1.690 1.110  0.1821
F 3.156 -2.974 1.654  -0.3754
C 2.252 -0.793 0.730  -0.0163
C 2.526 0.374 -0.289  -0.2391
C 1.334 1.275 -0.763  0.3152
O 1.517 2.330 -1.718  -0.4823
C 1.850 3.529 -1.007  0.4774
N 1.726 4.568 -0.389  -0.2695
C -0.066 0.955 -0.174  -0.1316
C -0.347 -0.188 0.855  -0.0907
C 0.821 -1.088 1.334  -0.1864
C -1.888 -0.364 1.320  0.5512
O -2.226 -0.604 2.515  -0.4988
C -2.961 -0.165 0.123  -0.0969
C -4.251 -1.013 -0.049  -0.0052
C -4.667 -2.155 0.990  -0.1041
O -3.730 -3.252 1.079  -0.5500
C -4.387 -4.523 1.267  0.2327
O -3.559 -5.589 0.737  -0.5316
C -3.412 -5.478 -0.698  -0.1154
C -2.247 -6.553 -1.122  -0.0817
O -1.513 -6.892 0.096  -0.7061
C -5.144 -0.712 -1.289  -0.2097
C -4.831 0.386 -2.369  -0.2025
C -3.561 1.271 -2.170  -0.1903
C -2.672 0.966 -0.936  -0.0902
C -1.329 1.834 -0.681  0.5377
O -1.236 3.069 -0.885  -0.4816
H 5.929 -3.335 0.652  0.2215
H 6.029 -3.121 -1.172  0.2124
H 4.656 -4.157 -0.533  0.2208
H 3.494 -2.108 -1.107  0.2214
H 4.924 -1.023 -0.594  0.2161
H 4.194 -1.084 1.838  0.2014
H 3.553 0.616 -0.729  0.2513
H 0.634 -1.943 2.084  0.2670
H -5.728 -2.506 0.673  0.1819
H -4.816 -1.698 2.047  0.2147
H -5.411 -4.618 0.761  0.1411
H -4.524 -4.739 2.387  0.1752
H -4.392 -5.701 -1.253  0.1689
H -3.007 -4.449 -1.042  0.1850
H -1.497 -6.107 -1.865  0.1709
H -2.758 -7.478 -1.556  0.1812
H -1.018 -6.073 0.322  0.4669
H -6.074 -1.350 -1.446  0.2240
H -5.468 0.582 -3.292  0.2369
H -3.220 2.100 -2.883  0.2569
C 3.168 7.039 1.541  -0.6254
C 3.676 8.433 1.124  0.1256
C 4.103 8.388 -0.357  -0.6276
O 4.755 8.721 1.858  -0.9665
H 3.934 6.264 1.425  0.1781
H 2.836 7.031 2.585  0.1834
H 2.309 6.743 0.924  0.1665
H 2.793 9.102 1.165  0.0532
H 4.902 7.660 -0.538  0.1800
H 4.455 9.367 -0.701  0.1843
H 3.252 8.104 -0.994  0.1509


Entry 2:
Entry from the Open Molecules 2025 dataset: a molecular structure, C10H16BCl3F4OPd in a non-equilibrium geometry (ωB97M-V/def2-TZVPD).

Total charge: -2
2S+1: 5
HOMO level (alpha / beta), eV: 0.24 / -1.18
LUMO (alpha / beta), eV: 5.11 / 3.48
Orbital gap (alpha / beta), Ha: 0.1789 / 0.1712

Last column: natural (NBO) charge in e.
CARTESIAN COORDINATES (ANGSTROEM)
C -0.624 0.845 -2.141  0.1252
C -0.844 -0.495 -2.557  0.0344
C 0.435 -1.117 -2.738  0.0620
C -2.132 -1.205 -2.716  -0.7118
C 1.439 -0.173 -2.349  0.1349
C 0.779 1.008 -1.908  0.0448
C 1.357 2.085 -1.092  -0.7064
C -1.691 1.805 -1.893  -0.7129
C 0.632 -2.473 -3.273  -0.6644
C 2.877 -0.463 -2.189  -0.6894
Pd -0.918 -0.583 0.740  1.1492
Cl -1.691 -2.641 0.143  -0.7294
Cl -3.060 0.323 0.594  -0.7408
Cl 1.322 -1.386 0.449  -0.7389
H -2.998 -0.494 -2.799  0.2221
H -2.325 -1.824 -1.815  0.3187
H -2.080 -1.919 -3.557  0.1944
H 0.074 -3.219 -2.691  0.2630
H 1.687 -2.754 -3.266  0.2127
H 0.289 -2.521 -4.306  0.2026
H 3.043 -1.164 -1.355  0.2913
H 3.420 0.446 -1.931  0.2146
H 3.277 -0.893 -3.113  0.1942
H 2.434 1.912 -0.924  0.2050
H 0.833 2.019 -0.084  0.3594
H 1.226 3.082 -1.542  0.2032
H -2.539 1.390 -1.313  0.3065
H -2.073 2.121 -2.864  0.1964
H -1.306 2.654 -1.332  0.2396
O -0.362 1.310 0.861  -1.0554
H -0.450 1.686 1.761  0.4809
F -0.389 -0.507 2.847  -0.5671
B 0.019 0.556 3.775  1.3690
F -0.431 0.067 5.000  -0.5715
F 1.397 0.731 3.719  -0.5632
F -0.626 1.786 3.398  -0.5731


Entry 3:
Entry from the Open Molecules 2025 dataset: 11 unconnected molecules or ions with the total composition C60H128N2O29 in a non-equilibrium geometry (ωB97M-V/def2-TZVPD).

Total charge: 0
SMILES: CC1(C)CCCC(C)(C)N1O.CC1(C)CCCC(C)(C)N1O.CCOC(=O)OC.CCOC(=O)OC.CCOC(=O)OC.CCOC(=O)OC.CCOC(=O)OC.CCOC(=O)OC.COCCOCCOC.COCCOCCOC.COCCOCCOC
HOMO level, eV: -7.86
LUMO, eV: 0.55
Orbital gap, Ha: 0.3089

Last column: Löwdin charge in e.
CARTESIAN COORDINATES (ANGSTROEM)
C 8.543 -2.389 -0.483  -0.0368
C 7.081 -2.160 -0.041  -0.4846
C 6.777 -3.396 0.828  -0.1264
C 5.470 -3.219 1.637  -0.2044
C 5.585 -2.086 2.505  -0.1781
C 5.929 -0.761 1.785  -0.4323
N 7.073 -0.939 0.805  -0.0997
O 7.309 0.226 0.024  -0.0131
C 4.649 -0.117 1.148  -0.0201
C 6.566 0.227 2.810  -0.0348
C 6.159 -2.139 -1.280  -0.0280
H 8.912 -3.400 -0.313  0.0734
H 9.185 -1.805 0.177  0.0810
H 8.781 -2.150 -1.519  0.0797
H 6.732 -4.321 0.252  0.1160
H 7.618 -3.635 1.479  0.1167
H 5.302 -4.094 2.265  0.1160
H 4.636 -2.989 0.974  0.1150
H 6.313 -2.354 3.271  0.1272
H 4.598 -2.033 2.964  0.1202
H 4.981 0.843 0.751  0.0662
H 4.191 -0.736 0.376  0.0604
H 3.977 0.270 1.914  0.0735
H 6.907 1.160 2.360  0.0762
H 5.800 0.463 3.549  0.0784
H 7.359 -0.253 3.382  0.0800
H 6.506 -1.345 -1.941  0.0728
H 5.142 -1.801 -1.081  0.0544
H 6.251 -3.040 -1.887  0.0889
H 8.173 0.513 0.328  0.0999
C 4.363 -1.740 -8.687  -0.0440
C 3.260 -2.425 -7.831  -0.4752
C 3.632 -3.869 -7.570  -0.1178
C 4.854 -4.088 -6.485  -0.1436
C 4.440 -3.360 -5.216  -0.1645
C 4.017 -1.859 -5.417  -0.4516
N 2.937 -1.736 -6.535  -0.0621
O 2.500 -0.403 -6.713  -0.0418
C 3.454 -1.403 -4.076  -0.0531
C 5.309 -1.043 -5.657  -0.0291
C 1.953 -2.467 -8.766  -0.0285
H 4.184 -0.694 -8.934  0.0794
H 4.462 -2.223 -9.660  0.0763
H 5.388 -1.786 -8.318  0.0608
H 2.768 -4.459 -7.262  0.1089
H 3.995 -4.438 -8.426  0.1080
H 5.801 -3.675 -6.832  0.0871
H 4.977 -5.142 -6.238  0.0998
H 5.162 -3.446 -4.404  0.1093
H 3.540 -3.879 -4.885  0.1126
H 3.201 -0.361 -4.269  0.0830
H 2.603 -1.935 -3.652  0.0820
H 4.186 -1.437 -3.269  0.0560
H 5.768 -0.840 -4.689  0.0706
H 6.010 -1.681 -6.196  0.0628
H 5.047 -0.080 -6.095  0.0869
H 1.160 -2.950 -8.194  0.0747
H 2.099 -3.078 -9.657  0.0725
H 1.691 -1.471 -9.122  0.0669
H 1.662 -0.399 -6.245  0.0266
C -1.826 -1.844 6.064  -0.0556
C -2.300 -0.914 4.928  -0.2063
O -2.310 0.439 5.343  0.0416
C -3.441 1.184 5.139  -0.4333
O -4.540 0.783 4.623  0.0537
O -3.182 2.481 5.564  -0.0383
C -4.245 3.393 5.920  -0.0317
H -2.267 -1.714 7.053  0.0736
H -0.803 -1.608 6.354  0.0722
H -1.866 -2.919 5.884  0.0483
H -3.228 -1.356 4.566  0.1002
H -1.562 -1.082 4.144  0.1111
H -5.140 3.007 6.408  0.0972
H -4.570 3.779 4.954  0.0725
H -3.798 4.195 6.507  0.0939
C -4.450 -5.302 4.642  -0.0482
C -2.943 -5.671 4.739  -0.1289
O -2.453 -5.785 3.356  0.0407
C -2.024 -4.733 2.707  -0.6025
O -1.722 -3.629 3.166  0.0952
O -1.931 -5.100 1.446  0.0248
C -1.614 -4.261 0.481  -0.0906
H -5.007 -5.526 3.732  0.0879
H -4.487 -4.214 4.593  0.0457
H -4.986 -5.554 5.558  0.0791
H -2.751 -6.663 5.149  0.1227
H -2.492 -4.851 5.298  0.0933
H -1.535 -4.741 -0.495  0.1089
H -0.586 -3.938 0.650  0.0864
H -2.367 -3.477 0.406  0.0969
C 1.699 -3.816 4.289  -0.0521
C 1.707 -4.696 3.045  -0.1790
O 2.684 -5.731 3.240  0.0525
C 3.281 -6.275 2.220  -0.5658
O 3.034 -6.109 1.021  0.0959
O 4.239 -7.117 2.736  -0.0190
C 5.181 -7.682 1.862  -0.0696
H 2.679 -3.399 4.523  0.0704
H 1.407 -4.378 5.176  0.0800
H 1.000 -2.981 4.251  0.0699
H 1.825 -4.139 2.116  0.1163
H 0.714 -5.147 3.041  0.1141
H 5.633 -8.511 2.406  0.0935
H 6.004 -7.022 1.589  0.0871
H 4.726 -8.049 0.941  0.0948
C 1.238 -0.754 -0.630  -0.0560
C 1.071 -1.150 0.794  -0.2446
O 0.298 -0.285 1.527  0.0429
C -0.984 -0.143 1.187  -0.5283
O -1.615 -0.749 0.361  0.1411
O -1.424 0.935 1.947  -0.0245
C -2.731 1.503 1.704  -0.0425
H 0.392 -1.055 -1.247  0.0647
H 2.028 -1.338 -1.104  0.0790
H 1.250 0.323 -0.794  0.0755
H 2.062 -1.191 1.246  0.1080
H 0.629 -2.146 0.768  0.1061
H -2.688 2.074 0.776  0.0935
H -3.097 2.206 2.452  0.0724
H -3.524 0.769 1.568  0.0790
C -2.239 -0.076 -8.136  -0.0441
C -1.222 1.090 -7.940  -0.1614
O -1.152 1.575 -6.590  0.0468
C -0.550 0.910 -5.648  -0.5272
O 0.043 -0.172 -5.688  0.0797
O -0.855 1.531 -4.469  -0.0096
C -0.525 0.944 -3.203  -0.0279
H -2.787 -0.150 -9.075  0.0728
H -3.100 0.112 -7.495  0.0745
H -1.832 -1.033 -7.809  0.0726
H -1.549 2.008 -8.429  0.1207
H -0.209 0.903 -8.296  0.1209
H 0.345 1.516 -2.880  0.0924
H -0.340 -0.126 -3.300  0.0846
H -1.346 0.980 -2.487  0.0947
C -1.456 4.687 2.423  -0.0380
C -0.352 5.635 1.909  -0.1814
O 0.428 6.212 2.990  0.0204
C -0.094 7.207 3.680  -0.6339
O -0.981 7.959 3.250  0.0895
O 0.514 7.233 4.822  0.0187
C 0.219 8.286 5.820  0.0115
H -2.132 4.314 1.653  0.0759
H -2.014 5.154 3.234  0.0806
H -0.915 3.821 2.804  0.0639
H -0.837 6.389 1.289  0.1196
H 0.265 5.079 1.202  0.1015
H 1.050 8.983 5.710  0.0951
H 0.405 7.916 6.828  0.0831
H -0.811 8.640 5.848  0.0974
C 1.835 2.701 1.952  -0.0624
O 1.662 2.464 0.532  -0.2026
C 2.747 2.864 -0.325  -0.1515
C 3.472 4.207 0.019  -0.1663
O 2.544 5.269 -0.139  -0.1376
C 3.109 6.525 0.026  -0.2084
C 3.581 6.837 1.416  -0.2038
O 4.795 6.255 1.851  -0.1684
C 5.079 6.498 3.201  -0.1276
H 0.923 2.385 2.459  0.0716
H 1.758 3.788 1.988  0.0699
H 2.593 2.152 2.511  0.0865
H 2.450 2.818 -1.372  0.1199
H 3.470 2.054 -0.228  0.0919
H 4.248 4.394 -0.723  0.1283
H 3.953 4.230 0.997  0.1141
H 2.280 7.205 -0.171  0.1360
H 3.897 6.712 -0.704  0.1304
H 2.737 6.547 2.041  0.1152
H 3.676 7.917 1.529  0.1302
H 5.846 5.930 3.729  0.0909
H 4.243 6.275 3.864  0.0761
H 5.097 7.543 3.509  0.0827
C -6.709 -0.904 -2.942  -0.1270
O -5.437 -1.334 -2.520  -0.1797
C -5.357 -2.440 -1.561  -0.1497
C -5.563 -1.943 -0.102  -0.1940
O -5.120 -2.846 0.902  -0.1218
C -4.872 -2.316 2.238  -0.1446
C -6.024 -2.043 3.244  -0.1488
O -6.763 -0.977 2.610  -0.2241
C -8.117 -0.846 2.932  -0.1172
H -7.499 -0.795 -2.198  0.0859
H -7.001 -1.513 -3.798  0.0836
H -6.655 0.085 -3.397  0.0710
H -4.365 -2.888 -1.630  0.1154
H -5.961 -3.330 -1.737  0.1193
H -6.578 -1.557 0.002  0.1130
H -4.897 -1.081 -0.062  0.1073
H -4.259 -1.423 2.115  0.1115
H -4.189 -2.948 2.805  0.0834
H -5.568 -1.581 4.120  0.1055
H -6.655 -2.908 3.447  0.1253
H -8.290 -1.201 3.948  0.0833
H -8.746 -1.414 2.248  0.0863
H -8.435 0.196 2.977  0.0829
C -5.910 2.665 2.154  -0.1672
O -5.457 2.815 0.912  -0.2056
C -6.148 2.151 -0.159  -0.1101
C -5.878 2.999 -1.480  -0.1974
O -6.681 4.116 -1.553  -0.1092
C -7.783 3.923 -2.483  -0.1827
C -8.919 4.901 -2.390  -0.1825
O -9.677 4.928 -1.186  -0.1586
C -9.120 5.392 -0.061  -0.1564
H -5.299 3.132 2.927  0.0767
H -6.128 1.621 2.377  0.0805
H -6.892 3.133 2.219  0.0849
H -7.173 2.308 0.175  0.1178
H -5.809 1.121 -0.277  0.1105
H -5.808 2.338 -2.344  0.1125
H -4.837 3.253 -1.281  0.1221
H -8.279 2.971 -2.292  0.1221
H -7.475 3.711 -3.506  0.1267
H -9.503 4.555 -3.243  0.1301
H -8.502 5.894 -2.558  0.1282
H -9.898 5.594 0.675  0.0950
H -8.485 6.263 -0.222  0.0967
H -8.466 4.624 0.352  0.0738


Entry 4:
Entry from the Open Molecules 2025 dataset: 2 unconnected molecules or ions with the total composition C3H11N2S in a non-equilibrium geometry (ωB97M-V/def2-TZVPD).

Total charge: +1
HOMO level, eV: -11.79
LUMO, eV: -4.43
Energy above the lowest of the compared OMol25 structures with the same formula, charge and spin, kJ/mol: 123.2
Orbital gap, Ha: 0.2704

Last column: natural (NBO) charge in e.
CARTESIAN COORDINATES (ANGSTROEM)
C -0.967 2.195 0.842  -0.7272
S -0.362 0.550 1.375  0.1289
C -1.739 0.221 2.442  -0.7781
H -2.054 2.267 1.056  0.2374
H -0.384 2.937 1.411  0.2350
H -0.799 2.262 -0.254  0.2231
H -2.669 -0.142 1.925  0.2266
H -2.025 0.975 3.172  0.2376
H -1.428 -0.764 3.035  0.2370
N 1.763 -1.006 -3.010  -0.7097
C 1.209 -1.647 -1.966  0.4137
N 1.630 -1.502 -0.682  -0.6978
H 2.522 -0.420 -2.751  0.4126
H 1.732 -1.388 -3.990  0.4584
H 0.238 -2.064 -2.004  0.2244
H 0.839 -1.494 -0.014  0.4591
H 2.495 -0.979 -0.586  0.4189


Entry 5:
Entry from the Open Molecules 2025 dataset: a molecular structure, CuN3O13P in a non-equilibrium geometry (ωB97M-V/def2-TZVPD).

Total charge: -4
2S+1: 2
HOMO level (alpha / beta), eV: 5.30 / 5.41
LUMO (alpha / beta), eV: 9.97 / 9.97
Orbital gap (alpha / beta), Ha: 0.1713 / 0.1674

Last column: natural (NBO) charge in e.
CARTESIAN COORDINATES (ANGSTROEM)
Cu -0.609 0.203 -0.354  1.1763
P 0.712 2.440 -1.048  2.4447
O 1.409 1.130 -0.608  -1.0914
O -0.815 2.266 -0.504  -1.0655
O 0.836 2.456 -2.542  -1.2753
O 0.961 3.868 -0.515  -1.2527
N 0.484 -1.892 -2.567  0.7156
O -0.288 -1.676 -1.614  -0.5718
O 0.644 -3.039 -3.063  -0.6255
O 0.992 -0.943 -3.194  -0.4844
N 1.772 -1.575 1.804  0.7136
O 2.710 -0.798 2.098  -0.5706
O 1.773 -2.714 2.340  -0.6272
O 0.954 -1.242 0.929  -0.5057
N -2.907 0.420 2.175  0.7160
O -2.492 1.157 3.096  -0.5436
O -3.812 -0.418 2.485  -0.6194
O -2.324 0.356 1.081  -0.5330


Entry 6:
Entry from the Open Molecules 2025 dataset: a molecular structure, C32H28F3FeN3O2SbTe in a non-equilibrium geometry (ωB97M-V/def2-TZVPD).

Total charge: +1
2S+1: 5
HOMO level (alpha / beta), eV: -9.70 / -9.70
LUMO (alpha / beta), eV: -4.38 / -4.73
Energy above the lowest of the compared OMol25 structures with the same formula, charge and spin, kJ/mol: 313.2
Orbital gap (alpha / beta), Ha: 0.1957 / 0.1829

Last column: Löwdin charge in e.
CARTESIAN COORDINATES (ANGSTROEM)
Fe -0.424 2.864 0.470  0.7459
C -2.788 0.924 1.826  -0.0145
C -2.904 1.284 0.407  -0.2931
C -3.620 0.462 -0.505  0.0227
C -3.658 0.808 -1.862  -0.0134
C -2.960 1.950 -2.309  -0.0749
C -2.241 2.702 -1.327  -0.3955
N -2.220 2.353 -0.055  -0.0738
Sb -0.408 3.792 -2.114  1.5528
C 0.195 5.112 -0.385  -0.4318
C 0.437 6.428 -0.679  -0.1000
C 1.028 7.236 0.341  0.0327
C 1.339 6.595 1.597  0.0239
C 0.928 5.288 1.861  -0.2477
C 1.190 4.575 3.162  -0.0023
N 0.335 4.575 0.832  -0.0576
C 0.727 1.876 -1.463  -0.3493
C 1.453 0.989 -2.269  -0.0732
C 2.361 0.087 -1.705  -0.0372
C 2.514 -0.084 -0.362  0.0250
C 1.683 0.764 0.406  -0.2451
C 1.765 0.630 1.908  -0.0158
N 0.980 1.792 -0.136  -0.0741
H -2.412 1.845 2.406  0.1144
H -3.749 0.489 2.172  0.1120
H -1.950 0.216 2.040  0.1099
H -4.001 -0.493 -0.097  0.1399
H -4.101 0.077 -2.597  0.1413
H -2.808 2.225 -3.318  0.0782
H 0.269 6.792 -1.677  0.0919
H 1.243 8.299 0.215  0.1235
H 1.861 7.108 2.405  0.1304
H 0.875 5.342 3.928  0.1188
H 0.519 3.749 3.338  0.0579
H 2.244 4.285 3.255  0.1118
H 1.138 0.813 -3.323  0.1210
H 2.840 -0.592 -2.395  0.1190
H 3.298 -0.621 0.168  0.1401
H 2.828 0.508 2.235  0.1141
H 1.222 1.385 2.490  0.0449
H 1.262 -0.321 2.213  0.1128
Te -1.293 -4.023 -1.004  1.2782
C -0.262 -5.892 -0.759  -0.5486
C 0.029 -6.616 -1.883  -0.1678
C 0.709 -7.828 -1.793  -0.0626
C 0.930 -8.314 -0.514  -0.1110
C 0.574 -7.676 0.632  -0.0774
C -0.062 -6.388 0.549  -0.1116
C -0.632 -3.409 -2.907  -0.6007
C 0.743 -3.362 -3.244  -0.1246
C 1.146 -2.776 -4.450  -0.1011
C 0.259 -2.079 -5.231  -0.0902
C -1.120 -2.118 -4.866  -0.0862
C -1.553 -2.803 -3.732  -0.1948
H -0.188 -6.257 -2.899  0.1034
H 1.088 -8.232 -2.702  0.1011
H 1.375 -9.294 -0.375  0.1083
H 0.591 -8.159 1.617  0.1148
H -0.154 -5.745 1.396  0.0815
H 1.410 -3.740 -2.527  0.0799
H 2.189 -2.725 -4.737  0.1049
H 0.549 -1.448 -6.050  0.0971
H -1.828 -1.681 -5.555  0.0950
H -2.666 -3.029 -3.583  0.1147
F 0.185 3.047 5.876  0.0585
C 0.440 1.836 6.512  -0.4491
F -0.326 1.872 7.658  0.0937
F 1.780 1.814 6.885  0.0895
C 0.040 0.584 5.708  -0.5733
O -0.298 -0.401 6.450  -0.0098
O 0.057 0.737 4.432  -0.0978